(1)
157
Properties=species:S:1:pos:R:3 method="wB97M-V/def2-TZVPD" max_force_ev_per_a=5.30 e_homo_ev=-9.04 e_tot_ha=-5776.7991 total_charge=0 homo_lumo_gap_ev=8.84 smiles="O=C(O)CCC[C@H]1[C@H](CC(=O)I)OC(=O)[C@@H]1CCCBr.COC[C@@H](C)N.COC[C@@H](C)N.COC[C@@H](C)N.COC[C@@H](C)N.COC[C@@H](C)N.COC[C@@H](C)N.COC[C@@H](C)N"
O 1.097 -1.763 -1.937
C -0.129 -1.642 -1.695
O -0.703 -2.375 -0.616
C -0.981 -0.612 -2.613
C -1.794 -1.377 -3.781
C -3.007 -2.259 -3.213
C -4.422 -1.505 -3.145
C -5.233 -2.273 -1.970
C -5.554 -3.823 -2.188
C -6.319 -4.534 -0.981
O -6.250 -5.792 -0.919
I -7.450 -3.550 0.585
O -6.377 -1.359 -1.800
C -6.142 -0.036 -2.333
O -6.967 0.844 -2.620
C -4.521 -0.041 -2.510
C -4.031 1.233 -3.353
C -3.351 2.257 -2.289
C -2.194 3.164 -2.928
Br -1.956 4.723 -1.672
H -1.640 -2.118 -0.479
H -1.648 -0.032 -1.889
H -0.227 0.073 -3.150
H -2.092 -0.682 -4.645
H -1.038 -2.122 -4.243
H -2.717 -2.723 -2.200
H -3.119 -3.156 -3.935
H -4.934 -1.573 -4.161
H -4.641 -2.240 -0.974
H -6.114 -3.911 -3.188
H -4.539 -4.356 -2.324
H -4.068 -0.211 -1.460
H -4.928 1.813 -3.792
H -3.346 0.983 -4.231
H -2.961 1.645 -1.389
H -4.125 2.988 -1.841
H -1.229 2.562 -2.986
H -2.421 3.514 -4.002
C 2.556 -2.961 0.790
O 3.530 -3.418 1.716
C 3.951 -4.762 1.506
C 4.982 -4.922 0.373
C 4.369 -4.816 -1.019
N 6.073 -3.946 0.492
H 1.864 -3.754 0.492
H 3.048 -2.535 -0.086
H 1.983 -2.161 1.263
H 4.421 -5.074 2.444
H 3.085 -5.421 1.359
H 5.412 -5.927 0.460
H 4.156 -3.784 -1.308
H 5.051 -5.219 -1.771
H 3.436 -5.387 -1.080
H 6.545 -4.093 1.383
H 5.646 -3.026 0.597
C 1.644 3.382 -4.188
O 0.712 2.690 -5.003
C 1.072 2.610 -6.381
C 2.106 1.513 -6.709
C 3.532 1.866 -6.295
N 1.741 0.229 -6.099
H 2.118 4.214 -4.718
H 2.400 2.690 -3.812
H 1.109 3.782 -3.324
H 0.146 2.368 -6.911
H 1.395 3.591 -6.751
H 2.112 1.387 -7.798
H 3.701 1.747 -5.223
H 4.248 1.215 -6.801
H 3.776 2.898 -6.566
H 0.833 -0.056 -6.463
H 1.558 0.405 -5.111
C -8.592 -4.692 4.347
O -7.817 -3.504 4.308
C -7.556 -2.926 5.584
C -6.409 -3.597 6.367
C -6.790 -4.939 6.986
N -5.219 -3.784 5.528
H -9.341 -4.669 5.145
H -7.942 -5.561 4.459
H -9.108 -4.791 3.390
H -7.263 -1.891 5.381
H -8.476 -2.878 6.180
H -6.145 -2.928 7.194
H -6.807 -5.751 6.255
H -6.068 -5.223 7.755
H -7.775 -4.888 7.460
H -4.902 -2.871 5.204
H -5.521 -4.250 4.672
C 2.979 2.891 1.201
O 1.683 2.776 0.637
C 0.618 2.860 1.581
C 0.257 4.297 2.010
C 1.251 4.916 2.987
N 0.117 5.184 0.849
H 3.038 2.435 2.194
H 3.277 3.941 1.245
H 3.682 2.379 0.542
H -0.254 2.431 1.076
H 0.821 2.218 2.448
H -0.709 4.249 2.525
H 2.166 5.260 2.497
H 0.811 5.788 3.478
H 1.531 4.203 3.769
H -0.626 4.820 0.253
H 0.956 5.073 0.280
C 0.298 1.287 5.593
O -0.114 0.167 4.825
C 0.949 -0.523 4.167
C 1.741 -1.486 5.073
C 2.704 -0.782 6.025
N 0.848 -2.349 5.857
H 1.143 1.811 5.137
H 0.546 0.971 6.608
H -0.543 1.980 5.662
H 0.470 -1.116 3.382
H 1.612 0.189 3.658
H 2.347 -2.123 4.419
H 2.198 -0.340 6.886
H 3.436 -1.491 6.419
H 3.257 0.011 5.510
H 0.280 -2.898 5.215
H 0.169 -1.743 6.319
C 4.502 8.542 4.887
O 3.511 7.944 4.069
C 2.393 8.782 3.784
C 2.637 9.811 2.662
C 3.494 10.998 3.092
N 3.248 9.188 1.481
H 4.069 9.215 5.633
H 5.228 9.074 4.269
H 5.037 7.746 5.408
H 1.599 8.106 3.453
H 2.030 9.263 4.701
H 1.659 10.212 2.371
H 4.558 10.754 3.140
H 3.392 11.820 2.379
H 3.185 11.372 4.073
H 2.619 8.467 1.132
H 4.061 8.663 1.802
C 1.887 -3.146 -5.090
O 1.512 -4.272 -5.869
C 2.585 -4.918 -6.552
C 3.418 -5.863 -5.662
C 4.372 -5.136 -4.720
N 2.558 -6.756 -4.875
H 2.704 -2.581 -5.547
H 2.159 -3.464 -4.082
H 1.020 -2.489 -5.002
H 2.113 -5.519 -7.335
H 3.218 -4.182 -7.064
H 4.035 -6.478 -6.327
H 3.866 -4.712 -3.850
H 5.128 -5.826 -4.337
H 4.896 -4.326 -5.237
H 1.999 -7.317 -5.515
H 1.867 -6.172 -4.402

(2)
18
Properties=species:S:1:pos:R:3 method="wB97M-V/def2-TZVPD" max_force_ev_per_a=3.57 e_homo_ev=-13.78 e_tot_ha=-3712.0481 total_charge=+1 homo_lumo_gap_ev=7.96
C 0.885 0.995 0.210
C 0.761 -2.229 -0.583
N 0.026 1.909 0.480
N -1.037 -1.053 0.094
N -0.142 3.047 0.172
N 1.629 1.075 -1.035
N -1.945 -0.965 0.955
O 1.196 1.798 -1.948
O 2.424 0.105 -1.130
O -0.075 -1.811 0.508
F -1.114 1.316 1.690
Cl -3.345 -0.101 0.620
Br -1.602 3.918 -0.177
H 1.213 0.324 1.004
H 0.140 -2.454 -1.482
H 1.184 -3.244 -0.405
H 1.546 -1.382 -0.885
H -1.743 -1.250 1.911

(3)
116
Properties=species:S:1:pos:R:3 method="wB97M-V/def2-TZVPD" max_force_ev_per_a=0.43 e_homo_ev=-1.12 e_tot_ha=-5958.2264 total_charge=-2 homo_lumo_gap_ev=5.20
Ca 0.106 0.022 -0.001
O -4.148 -0.353 1.501
C -2.932 -0.415 0.799
O -2.136 0.730 0.981
C -2.857 -1.070 -0.414
C -3.782 -2.085 -0.843
C -3.484 -2.809 -1.963
C -2.292 -2.589 -2.681
C -1.484 -1.557 -2.256
N -1.794 -0.763 -1.227
C -0.087 -1.319 -2.842
O 0.247 -1.939 -3.855
O 0.640 -0.513 -2.163
H -3.978 -0.707 2.378
H -4.679 -2.271 -0.267
H -4.176 -3.581 -2.289
H -1.984 -3.201 -3.515
C -1.107 -1.924 3.987
C -0.909 -3.073 3.022
C -1.484 -4.376 3.542
O 0.517 -3.282 2.832
P 1.207 -2.995 1.426
O 0.334 -2.341 0.430
C 2.732 -2.182 1.792
P 2.498 -0.332 2.356
O 0.969 -0.186 2.173
O 2.635 -0.627 3.999
C 3.899 -0.328 4.597
C 4.010 1.144 4.948
C 4.016 -1.223 5.821
O 4.488 3.270 2.552
C 4.912 2.891 1.327
C 6.097 1.905 1.404
C 5.310 4.101 0.450
O 1.549 -4.465 0.859
C 2.352 -5.379 1.617
C 3.707 -5.509 0.947
C 1.608 -6.699 1.676
H -2.179 -1.776 4.150
H -0.661 -1.012 3.595
H -0.634 -2.152 4.946
H -1.353 -2.821 2.057
H -1.005 -4.649 4.485
H -1.331 -5.184 2.825
H -2.557 -4.270 3.716
H 3.299 -2.177 0.856
H 3.299 -2.730 2.549
H 4.704 -0.596 3.897
H 3.164 1.423 5.585
H 4.038 1.792 4.062
H 4.934 1.323 5.507
H 3.209 -0.993 6.522
H 4.971 -1.065 6.327
H 3.931 -2.275 5.539
H 4.122 2.346 0.735
H 6.921 2.393 1.937
H 6.458 1.570 0.422
H 5.795 1.023 1.977
H 6.132 4.638 0.938
H 4.458 4.783 0.381
H 5.620 3.828 -0.568
H 2.477 -4.995 2.634
H 3.583 -5.874 -0.075
H 4.341 -6.210 1.495
H 4.212 -4.544 0.905
H 1.444 -7.076 0.664
H 0.638 -6.565 2.153
H 2.179 -7.441 2.239
C 4.965 -1.464 -1.561
C 3.838 -0.492 -1.226
P 3.499 0.880 -2.410
C 5.208 1.530 -2.699
C 5.212 2.752 -3.614
C 3.211 -0.060 -3.981
C 2.296 0.687 -4.947
H 5.010 -2.279 -0.832
H 5.937 -0.967 -1.548
H 4.825 -1.913 -2.546
H 4.002 -0.034 -0.244
H 2.883 -1.026 -1.179
H 5.855 0.749 -3.112
H 5.614 1.801 -1.721
H 4.844 2.507 -4.614
H 6.217 3.166 -3.722
H 4.569 3.538 -3.211
H 2.715 -0.993 -3.706
H 4.170 -0.302 -4.454
H 1.331 0.863 -4.470
H 2.114 0.098 -5.850
H 2.710 1.654 -5.246
C -5.292 2.733 1.944
Ge -3.437 3.186 1.518
C -3.413 4.935 0.615
C -2.363 3.285 3.149
C -2.604 1.904 0.287
H -5.743 3.504 2.572
H -5.331 1.774 2.460
H -5.879 2.636 1.029
H -3.830 5.707 1.266
H -3.997 4.913 -0.307
H -2.390 5.219 0.362
H -2.913 3.778 3.953
H -1.447 3.845 2.963
H -2.076 2.285 3.476
H -1.742 2.387 -0.184
H -3.287 1.609 -0.515
C 1.503 3.114 2.188
O 1.192 3.546 0.823
C 0.797 2.686 -0.038
C 0.658 3.355 -1.368
H 1.044 3.865 2.831
H 2.601 3.138 2.313
H 1.055 2.136 2.348
H 0.683 4.448 -1.314
H -0.235 2.994 -1.884
H 1.504 2.982 -1.959

(4)
109
Properties=species:S:1:pos:R:3 method="wB97M-V/def2-TZVPD" spin_multiplicity=3 max_force_ev_per_a=15.42 e_homo_ev="-10.61 / -10.63" e_tot_ha=-2982.4744 total_charge=+1 homo_lumo_gap_ev="7.42 / 7.42"
V 0.442 -5.762 4.399
O 1.880 -5.245 5.285
C 2.669 -5.041 4.080
C 1.818 -4.677 2.742
O 0.527 -5.286 2.716
H 3.229 -5.940 3.825
H 3.363 -4.217 4.249
H 2.420 -4.672 1.834
H 1.668 -3.614 2.933
C 5.744 -0.097 -1.979
C 5.328 -1.451 -1.443
C 4.111 -1.457 -0.392
O 3.875 -2.761 0.215
C 2.614 -2.976 0.904
N 5.227 -2.511 -2.446
H 6.418 -0.126 -2.835
H 6.277 0.395 -1.166
H 4.870 0.510 -2.216
H 6.259 -1.717 -0.942
H 3.192 -1.123 -0.874
H 4.332 -0.861 0.494
H 2.666 -2.502 1.884
H 2.590 -4.048 1.098
H 1.696 -2.778 0.351
H 4.320 -2.434 -2.884
H 5.226 -3.400 -1.968
C 0.347 -6.580 -0.051
C 0.763 -7.732 0.935
C 1.338 -8.996 0.213
O 0.368 -9.407 -0.673
C 0.890 -10.390 -1.559
N 1.642 -7.094 1.843
H -0.283 -5.945 0.571
H -0.258 -7.104 -0.791
H 1.162 -6.075 -0.571
H -0.080 -8.005 1.569
H 1.501 -9.782 0.951
H 2.324 -8.803 -0.208
H 1.627 -9.867 -2.168
H 0.107 -10.699 -2.251
H 1.250 -11.380 -1.277
H 2.493 -6.958 1.316
H 1.326 -6.141 1.958
C 0.408 -3.783 -0.590
C -0.728 -3.418 0.291
C -1.858 -4.504 0.336
O -2.378 -4.722 -1.013
C -2.853 -3.666 -1.782
N -0.150 -3.289 1.585
H 1.312 -3.178 -0.667
H 0.033 -3.701 -1.610
H 0.613 -4.835 -0.397
H -1.233 -2.519 -0.063
H -2.715 -4.290 0.975
H -1.608 -5.495 0.714
H -3.830 -3.358 -1.411
H -2.902 -3.811 -2.861
H -2.176 -2.822 -1.651
H -0.968 -3.180 2.167
H 0.405 -4.065 1.918
C 4.126 -7.543 4.193
C 3.113 -8.324 3.394
C 3.573 -9.266 2.276
O 4.415 -8.598 1.292
C 4.899 -9.239 0.116
N 2.168 -8.988 4.271
H 4.700 -6.867 3.558
H 4.871 -8.246 4.566
H 3.646 -6.911 4.940
H 2.624 -7.566 2.782
H 2.693 -9.666 1.771
H 3.994 -10.192 2.669
H 5.975 -9.374 0.004
H 4.626 -8.776 -0.832
H 4.508 -10.255 0.165
H 2.508 -9.849 4.674
H 1.412 -9.439 3.777
C 5.198 -6.125 -0.325
C 3.814 -6.072 0.394
C 2.919 -5.150 -0.502
O 3.268 -7.405 0.364
H 5.697 -5.159 -0.408
H 4.868 -6.525 -1.284
H 5.912 -6.783 0.170
H 3.902 -5.541 1.342
H 1.968 -4.912 -0.025
H 2.700 -5.680 -1.428
H 3.393 -4.221 -0.819
H 3.831 -7.970 0.899
C -0.838 -7.217 2.889
C 0.251 -8.052 3.545
O 1.292 -7.241 4.134
O -1.270 -6.197 3.881
H -1.717 -7.829 2.686
H -0.489 -6.636 2.036
H 0.785 -8.594 2.764
H -0.125 -8.697 4.339
H 2.035 -7.847 4.193
H -2.174 -5.945 3.678
C 2.685 -4.481 7.699
C 3.343 -3.381 6.882
O 2.628 -3.056 5.776
O 2.735 -5.671 6.998
H 1.658 -4.385 8.052
H 3.267 -4.712 8.591
H 4.330 -3.668 6.520
H 3.304 -2.557 7.594
H 2.669 -3.830 5.209
H 2.186 -5.543 6.222

(5)
33
Properties=species:S:1:pos:R:3 method="wB97M-V/def2-TZVPD" max_force_ev_per_a=17.85 e_homo_ev=-9.46 e_tot_ha=-1691.0492 total_charge=0 homo_lumo_gap_ev=9.78
C 4.585 -2.139 1.756
C 4.592 -1.584 0.190
Cl 6.026 -0.391 -0.086
C 3.123 -0.888 -0.204
Cl 2.473 -1.732 -1.762
O 2.260 -1.097 0.972
C 1.147 -0.136 1.022
O 1.109 0.838 1.972
O 0.014 -0.251 0.058
C -0.941 -1.161 0.747
C -0.527 -2.730 0.443
F -0.667 -3.530 1.688
H 3.859 -3.059 1.773
H 4.348 -1.311 2.548
H 5.685 -2.531 1.980
H 4.711 -2.480 -0.578
H 3.336 0.233 -0.467
H -0.939 -1.001 1.924
H -2.056 -0.939 0.395
H 0.578 -2.856 0.030
H -1.244 -3.095 -0.421
C -3.051 3.873 -1.718
C -4.096 2.764 -1.663
C -3.966 1.885 -0.418
C -2.602 1.215 -0.402
N -1.470 0.659 -0.390
H -2.035 3.469 -1.770
H -3.200 4.492 -2.608
H -3.120 4.521 -0.836
H -4.006 2.146 -2.565
H -5.095 3.215 -1.681
H -4.745 1.115 -0.419
H -4.083 2.485 0.491